(1)
{
  "formula": "C34H20Cl2HfN7O2",
  "method": "ωB97M-V with the def2-TZVPD basis set",
  "species": ["Hf", "Cl", "C", "C", "C", "N", "C", "O", "C", "C", "C", "C", "C", "N", "C", "C", "C", "Cl", "N", "C", "O", "C", "C", "C", "C", "C", "N", "H", "H", "H", "H", "H", "H", "H", "H", "H", "H", "N", "C", "C", "C", "C", "C", "C", "C", "C", "C", "C", "C", "C", "N", "C", "C", "C", "C", "N", "H", "H", "H", "H", "H", "H", "H", "H", "H", "H"],
  "positions_angstrom": [[1.666, -0.159, -0.092], [-3.146, 0.982, -4.895], [-1.642, 0.626, -4.144], [-1.506, 0.841, -2.781], [-0.310, 0.536, -2.165], [-0.038, 0.763, -0.774], [-0.978, 0.544, 1.675], [-1.865, 1.618, 1.944], [0.170, 0.438, 2.591], [-0.041, 0.826, 3.912], [0.989, 0.743, 4.824], [2.221, 0.267, 4.391], [2.369, -0.050, 3.063], [1.387, 0.052, 2.146], [0.754, -0.024, -2.882], [0.628, -0.196, -4.249], [-0.564, 0.131, -4.881], [-0.698, -0.093, -6.575], [1.929, -0.299, -2.131], [3.095, 0.225, -2.599], [3.315, 0.675, -3.702], [4.198, 0.250, -1.558], [5.443, 0.693, -1.970], [6.489, 0.707, -1.066], [6.248, 0.258, 0.226], [4.974, -0.136, 0.569], [3.935, -0.125, -0.285], [-2.344, 1.240, -2.222], [-1.022, 1.185, 4.189], [0.840, 1.032, 5.855], [3.054, 0.153, 5.069], [3.319, -0.413, 2.704], [1.450, -0.594, -4.824], [5.550, 1.008, -2.998], [7.472, 1.047, -1.364], [7.038, 0.216, 0.962], [4.791, -0.491, 1.571], [-8.470, -0.849, 0.176], [-7.331, -0.852, 0.328], [-5.908, -0.825, 0.490], [-5.338, -0.495, 1.716], [-3.959, -0.419, 1.839], [-3.144, -0.669, 0.744], [-3.718, -1.039, -0.472], [-5.091, -1.116, -0.604], [-1.649, -0.512, 0.767], [-1.091, 0.761, 0.167], [-1.787, 2.058, 0.552], [-0.763, 3.149, 0.450], [0.504, 2.902, 0.088], [1.004, 1.730, -0.465], [-0.873, -1.757, 0.532], [-1.308, -3.050, 0.694], [-0.215, -3.901, 0.402], [0.842, -3.093, 0.079], [0.462, -1.770, 0.155], [-5.974, -0.289, 2.566], [-3.522, -0.167, 2.794], [-3.080, -1.274, -1.315], [-5.538, -1.396, -1.548], [-2.773, 2.289, 0.148], [-1.034, 4.123, 0.832], [1.256, 3.680, 0.168], [-2.301, -3.352, 0.989], [-0.219, -4.978, 0.418], [1.844, -3.363, -0.227]],
  "total_charge": 1,
  "max_force_ev_per_a": 3.1,
  "orbital_gap_ev": 6.95
}

---

(2)
{
  "formula": "C34H21BrCl3F2N5O5STi",
  "method": "ωB97M-V with the def2-TZVPD basis set",
  "species": ["Ti", "N", "C", "C", "C", "C", "C", "C", "S", "O", "O", "N", "C", "N", "C", "C", "C", "N", "H", "H", "H", "H", "H", "H", "H", "H", "H", "F", "C", "C", "C", "C", "C", "F", "C", "C", "C", "C", "C", "C", "N", "H", "H", "H", "H", "H", "H", "Cl", "C", "C", "C", "Cl", "C", "O", "C", "Cl", "C", "H", "H", "Br", "C", "C", "C", "C", "C", "C", "C", "O", "O", "H", "H", "H", "H"],
  "positions_angstrom": [[0.240, -0.660, 0.153], [-5.318, -2.629, 6.213], [-4.262, -2.616, 5.326], [-2.946, -2.491, 5.795], [-1.893, -2.428, 4.912], [-2.139, -2.482, 3.543], [-3.433, -2.621, 3.062], [-4.491, -2.686, 3.949], [-0.808, -2.450, 2.417], [-1.287, -2.902, 1.125], [0.312, -3.126, 3.002], [-0.355, -0.911, 2.098], [-0.591, 0.297, 2.677], [-1.120, 0.451, 3.886], [-1.323, 1.708, 4.272], [-1.001, 2.805, 3.493], [-0.435, 2.531, 2.257], [-0.228, 1.293, 1.843], [-5.112, -2.868, 7.167], [-6.194, -2.991, 5.877], [-2.764, -2.444, 6.862], [-0.878, -2.341, 5.272], [-3.599, -2.690, 1.994], [-5.503, -2.795, 3.577], [-1.767, 1.834, 5.254], [-1.174, 3.815, 3.830], [-0.141, 3.324, 1.577], [4.307, -0.569, 3.827], [3.880, -0.198, 2.607], [2.588, -0.502, 2.226], [2.141, -0.112, 0.971], [3.018, 0.555, 0.101], [4.309, 0.834, 0.541], [5.185, 1.479, -0.262], [4.766, 0.475, 1.789], [2.486, 0.888, -1.225], [3.193, 1.466, -2.274], [2.548, 1.714, -3.473], [1.211, 1.389, -3.613], [0.564, 0.807, -2.541], [1.184, 0.559, -1.381], [1.966, -1.060, 2.912], [5.773, 0.705, 2.104], [4.233, 1.712, -2.151], [3.095, 2.162, -4.293], [0.667, 1.575, -4.528], [-0.484, 0.550, -2.595], [0.504, -7.587, -2.654], [0.640, -5.983, -2.006], [-0.247, -5.008, -2.423], [-0.130, -3.734, -1.897], [-1.225, -2.493, -2.394], [0.854, -3.418, -0.961], [0.974, -2.198, -0.439], [1.737, -4.427, -0.572], [2.969, -4.047, 0.572], [1.635, -5.707, -1.084], [-1.020, -5.231, -3.143], [2.324, -6.476, -0.766], [-6.868, 2.446, 2.985], [-5.507, 1.894, 1.786], [-5.464, 2.438, 0.512], [-4.461, 2.037, -0.355], [-3.512, 1.105, 0.052], [-3.586, 0.561, 1.326], [-4.582, 0.954, 2.206], [-2.412, 0.735, -0.893], [-2.453, 1.044, -2.066], [-1.427, 0.045, -0.364], [-6.203, 3.166, 0.206], [-4.396, 2.445, -1.355], [-2.867, -0.188, 1.626], [-4.634, 0.533, 3.200]],
  "max_force_ev_per_a": 0.6,
  "orbital_gap_ev": 8.01
}